{
  "formula": "CH27O16",
  "method": "ωB97M-V/def2-TZVPD",
  "largest_force_ev_per_a": 5.031,
  "charge": -1,
  "homo_energy_ev": -7.253,
  "relative_energy_ev": 1.580,
  "elements": ["C", "O", "O", "O", "H", "O", "H", "H", "O", "H", "H", "O", "H", "H", "O", "H", "H", "O", "H", "H", "O", "H", "H", "O", "H", "H", "O", "H", "H", "O", "H", "H", "O", "H", "H", "O", "H", "H", "O", "H", "H", "O", "H", "H"],
  "positions_angstrom": [[-0.07, 0.22, 0.03], [0.25, -0.85, 0.60], [0.70, 0.61, -0.99], [-1.07, 0.76, 0.34], [1.45, 0.11, -1.16], [2.78, 2.50, 0.66], [2.48, 1.99, -0.13], [3.73, 2.57, 0.53], [-0.10, -2.22, 2.73], [0.08, -1.62, 1.97], [0.17, -3.10, 2.54], [-2.60, -1.76, 0.63], [-2.94, -1.78, 1.52], [-2.00, -0.99, 0.61], [-3.61, 1.36, 0.85], [-3.44, 2.29, 1.14], [-2.68, 1.15, 0.74], [-1.78, 0.06, 2.91], [-1.60, 0.63, 2.17], [-1.28, -0.76, 2.77], [-1.31, -0.01, -3.15], [-0.44, 0.31, -2.78], [-1.74, 0.84, -3.15], [-0.89, 3.57, -0.27], [-1.56, 3.95, -0.82], [-0.85, 2.77, -0.75], [3.32, -0.59, -2.23], [3.96, 0.12, -2.42], [3.89, -1.33, -2.50], [1.43, 0.91, 2.92], [2.11, 1.41, 2.45], [0.82, 0.54, 2.26], [2.15, -3.23, -1.39], [2.21, -2.90, -2.24], [1.25, -3.19, -0.92], [-0.31, -3.12, -0.51], [-0.81, -2.90, -1.29], [-0.06, -2.32, 0.01], [-2.88, 2.13, -1.80], [-2.96, 1.77, -0.86], [-3.66, 2.65, -2.01], [2.93, -0.90, 0.62], [2.93, -0.94, -0.31], [2.00, -0.72, 0.67]],
  "nbo_charge": [1.0136, -0.8571, -0.7422, -0.7565, 0.5046, -0.9372, 0.4762, 0.4628, -0.9998, 0.4944, 0.4753, -0.9610, 0.4744, 0.4738, -0.9383, 0.4608, 0.4864, -0.9730, 0.4672, 0.4851, -0.9562, 0.4679, 0.4812, -0.9337, 0.4557, 0.4753, -0.9485, 0.4723, 0.4859, -0.9541, 0.4837, 0.4635, -1.0224, 0.4493, 0.5079, -0.9688, 0.4864, 0.5080, -1.0116, 0.5122, 0.4694, -0.9554, 0.4548, 0.4678]
}

***

{
  "formula": "C42H41FN9O2",
  "method": "ωB97M-V/def2-TZVPD",
  "largest_force_ev_per_a": 4.030,
  "charge": -1,
  "homo_energy_ev": -4.049,
  "elements": ["O", "C", "O", "C", "N", "F", "C", "C", "C", "C", "C", "N", "H", "H", "H", "H", "H", "H", "N", "C", "C", "C", "C", "C", "H", "H", "H", "H", "H", "N", "C", "C", "C", "C", "C", "H", "H", "H", "H", "H", "N", "C", "C", "C", "C", "C", "H", "H", "H", "H", "H", "N", "C", "C", "C", "C", "C", "H", "H", "H", "H", "H", "N", "C", "C", "C", "C", "C", "H", "H", "H", "H", "H", "N", "C", "C", "C", "C", "C", "H", "H", "H", "H", "H", "N", "C", "C", "C", "C", "C", "H", "H", "H", "H", "H"],
  "positions_angstrom": [[0.89, 1.18, -1.38], [0.71, 0.27, -2.20], [1.16, 0.39, -3.44], [-0.12, -1.08, -1.82], [0.37, -1.77, -0.58], [1.71, -2.08, -0.85], [-1.66, -0.74, -1.74], [-2.54, -1.83, -2.14], [-3.99, -1.54, -2.12], [-4.28, -0.17, -1.68], [-3.29, 0.80, -1.26], [-1.96, 0.50, -1.30], [0.05, -1.77, -2.69], [-0.08, -2.70, -0.51], [-2.17, -2.83, -2.47], [-4.76, -2.26, -2.43], [-5.35, 0.14, -1.64], [-3.57, 1.83, -0.94], [0.26, -4.83, 0.10], [1.54, -4.95, 0.48], [1.99, -5.82, 1.45], [1.05, -6.63, 2.09], [-0.28, -6.53, 1.72], [-0.62, -5.62, 0.73], [2.23, -4.29, -0.05], [3.04, -5.87, 1.71], [1.36, -7.32, 2.86], [-1.04, -7.14, 2.19], [-1.65, -5.51, 0.40], [-1.05, 5.38, -1.16], [-0.86, 4.25, -1.86], [-1.50, 3.96, -3.05], [-2.39, 4.89, -3.57], [-2.61, 6.07, -2.87], [-1.92, 6.27, -1.68], [-0.16, 3.55, -1.42], [-1.30, 3.03, -3.57], [-2.90, 4.70, -4.50], [-3.29, 6.82, -3.24], [-2.05, 7.18, -1.10], [-4.21, 0.15, 3.08], [-3.41, 0.63, 2.11], [-2.43, 1.58, 2.33], [-2.25, 2.06, 3.62], [-3.06, 1.57, 4.63], [-4.01, 0.62, 4.31], [-3.59, 0.23, 1.12], [-1.82, 1.94, 1.51], [-1.49, 2.80, 3.83], [-2.95, 1.92, 5.65], [-4.67, 0.21, 5.07], [2.54, -3.09, -3.85], [3.04, -3.63, -4.98], [4.18, -3.16, -5.61], [4.84, -2.08, -5.06], [4.34, -1.50, -3.90], [3.19, -2.05, -3.34], [2.48, -4.47, -5.37], [4.54, -3.64, -6.52], [5.73, -1.68, -5.53], [4.83, -0.65, -3.44], [2.77, -1.64, -2.44], [5.30, -6.03, 0.46], [6.13, -5.04, 0.10], [7.38, -5.25, -0.45], [7.80, -6.56, -0.64], [6.96, -7.60, -0.27], [5.73, -7.28, 0.27], [5.76, -4.04, 0.26], [8.01, -4.42, -0.73], [8.78, -6.77, -1.07], [7.25, -8.63, -0.40], [5.03, -8.05, 0.57], [-3.11, 9.16, -0.67], [-2.63, 10.40, -0.56], [-3.36, 11.54, -0.86], [-4.66, 11.39, -1.30], [-5.18, 10.11, -1.42], [-4.37, 9.04, -1.10], [-1.60, 10.47, -0.22], [-2.92, 12.53, -0.75], [-5.27, 12.26, -1.54], [-6.20, 9.95, -1.76], [-4.74, 8.02, -1.18], [-1.15, -1.65, 6.76], [-0.13, -1.72, 7.61], [1.07, -1.04, 7.45], [1.22, -0.24, 6.32], [0.17, -0.15, 5.42], [-0.99, -0.87, 5.68], [-0.29, -2.36, 8.48], [1.86, -1.13, 8.17], [2.14, 0.31, 6.15], [0.25, 0.46, 4.53], [-1.83, -0.83, 5.01]],
  "lowdin_charge": [-0.0681, -0.6405, -0.1622, -0.1899, 0.0345, -0.1347, -0.2061, -0.0057, -0.0496, -0.0927, -0.1577, 0.1286, 0.1256, 0.0743, 0.1097, 0.0900, 0.0888, 0.1139, 0.0554, -0.1302, -0.0711, -0.0892, -0.0857, -0.1514, 0.0981, 0.0764, 0.0991, 0.0949, 0.1011, 0.0513, -0.1311, -0.0642, -0.0971, -0.1005, -0.1747, 0.0957, 0.1089, 0.0968, 0.0833, 0.0622, 0.0563, -0.1379, -0.0503, -0.0908, -0.1069, -0.1845, 0.0771, 0.1094, 0.1071, 0.1010, 0.0993, 0.0752, -0.1726, -0.1024, -0.1011, -0.0589, -0.1357, 0.0919, 0.0877, 0.0948, 0.1040, 0.0734, 0.0592, -0.1375, -0.0717, -0.0875, -0.0814, -0.1528, 0.1095, 0.1018, 0.1022, 0.0975, 0.1024, 0.0553, -0.1414, -0.0789, -0.0890, -0.0748, -0.1473, 0.1065, 0.0984, 0.1020, 0.0999, 0.1061, 0.0547, -0.1690, -0.0874, -0.0826, -0.0611, -0.1448, 0.0958, 0.0949, 0.1042, 0.1041, 0.0905]
}

***

{
  "formula": "C5H10N2O2S",
  "method": "ωB97M-V/def2-TZVPD",
  "largest_force_ev_per_a": 6.337,
  "charge": 0,
  "homo_energy_ev": -8.639,
  "relative_energy_ev": 4.061,
  "smiles": "CC/C=[N+](\\[O-])O.CSC#N",
  "elements": ["C", "C", "C", "C", "C", "N", "N", "O", "O", "S", "H", "H", "H", "H", "H", "H", "H", "H", "H", "H"],
  "positions_angstrom": [[-1.59, -0.17, -1.59], [1.03, 1.87, 0.11], [-2.32, 0.22, 0.98], [1.33, 0.42, 0.80], [1.46, -0.58, -0.23], [-0.72, -0.76, -2.12], [0.82, -1.69, -0.16], [0.15, -2.18, 0.83], [1.02, -2.62, -1.17], [-2.69, 0.72, -0.75], [-0.09, 1.90, -0.09], [1.39, 2.62, 0.89], [1.57, 2.01, -0.72], [-1.30, -0.20, 0.89], [-3.13, -0.49, 1.19], [-2.53, 1.14, 1.59], [0.58, -0.01, 1.40], [2.29, 0.59, 1.35], [1.99, -0.55, -1.16], [0.75, -2.25, -2.03]],
  "nbo_charge": [0.0590, -0.5810, -0.7054, -0.4621, 0.0050, -0.3998, 0.3419, -0.5451, -0.5519, 0.3004, 0.2056, 0.2112, 0.1987, 0.2657, 0.2380, 0.2380, 0.2406, 0.2286, 0.2112, 0.5014]
}

***

{
  "formula": "C3H5N2O2",
  "method": "ωB97M-V/def2-TZVPD",
  "largest_force_ev_per_a": 9.607,
  "charge": 1,
  "homo_energy_ev": [-14.405, -14.406],
  "relative_energy_ev": 9.712,
  "elements": ["C", "C", "C", "N", "N", "O", "O", "H", "H", "H", "H", "H"],
  "positions_angstrom": [[1.36, 0.16, 0.13], [0.38, 1.21, -0.13], [-1.40, -0.56, 0.05], [2.58, -0.17, 0.02], [-1.01, 0.87, -0.10], [3.70, 0.08, 0.02], [1.79, -1.24, 0.00], [-1.22, -1.22, -0.80], [-0.60, -1.10, 0.74], [-2.49, -0.52, 0.35], [-1.56, 1.15, -0.87], [-1.53, 1.32, 0.59]],
  "nbo_charge": [0.1632, 0.0528, -0.4626, 0.5039, -0.5611, -0.0872, -0.2620, 0.2537, 0.2464, 0.2477, 0.4548, 0.4503]
}

***

{
  "formula": "C6H31O17Zn",
  "method": "ωB97M-V/def2-TZVPD",
  "largest_force_ev_per_a": 1.957,
  "charge": -1,
  "homo_energy_ev": -4.501,
  "relative_energy_ev": 0.000,
  "elements": ["Zn", "C", "C", "O", "O", "H", "H", "H", "C", "C", "O", "O", "H", "H", "H", "C", "C", "O", "O", "H", "H", "H", "O", "H", "H", "O", "H", "H", "O", "H", "H", "O", "H", "H", "O", "H", "H", "O", "H", "H", "O", "H", "H", "O", "H", "H", "O", "H", "H", "O", "H", "H", "O", "H", "H"],
  "positions_angstrom": [[-1.68, -0.35, -2.30], [-1.13, 2.12, 1.67], [-2.67, 2.30, 1.67], [-3.34, 1.76, 2.60], [-3.13, 2.92, 0.68], [-0.68, 3.09, 1.49], [-0.80, 1.41, 0.91], [-0.83, 1.70, 2.64], [-1.36, 1.42, -5.97], [-1.42, 0.75, -4.61], [-2.50, 0.27, -4.16], [-0.39, 0.72, -3.89], [-0.97, 2.43, -5.87], [-2.29, 1.40, -6.52], [-0.61, 0.85, -6.53], [0.81, -0.68, 0.82], [-0.16, -0.96, -0.30], [0.21, -0.73, -1.51], [-1.36, -1.28, -0.06], [1.07, 0.35, 0.99], [1.70, -1.31, 0.76], [0.34, -1.05, 1.73], [3.19, -0.95, 3.16], [3.68, -0.88, 2.32], [3.73, -0.46, 3.80], [4.63, -1.39, 0.70], [5.53, -1.73, 0.59], [4.08, -2.18, 0.89], [-4.57, -0.13, 0.59], [-5.16, 0.57, 0.89], [-3.77, 0.00, 1.13], [-2.49, -1.06, 2.58], [-1.83, -0.95, 1.88], [-2.36, -0.30, 3.17], [-1.48, -2.21, -3.27], [-1.67, -2.36, -4.20], [-0.81, -2.85, -3.02], [2.05, 1.60, -2.28], [1.34, 0.94, -2.17], [2.30, 1.53, -3.20], [3.24, 2.26, 0.33], [2.82, 1.93, -0.49], [3.37, 3.20, 0.17], [2.98, -3.52, 1.65], [2.14, -3.82, 1.29], [2.77, -3.18, 2.53], [2.39, 2.14, 3.25], [1.50, 1.83, 3.45], [2.40, 2.22, 2.28], [0.66, -1.51, 4.37], [1.28, -1.74, 5.08], [1.20, -0.99, 3.75], [-3.63, -0.91, -1.91], [-4.03, -1.10, -1.03], [-4.30, -1.16, -2.55]],
  "nbo_charge": [1.7182, -0.7373, 0.7528, -0.8113, -0.7817, 0.2158, 0.1913, 0.1822, -0.7207, 0.7719, -0.8344, -0.7835, 0.2369, 0.2190, 0.2216, -0.7533, 0.7865, -0.8700, -0.7632, 0.2575, 0.2277, 0.2269, -0.9977, 0.5076, 0.4831, -0.9726, 0.4709, 0.4993, -1.0090, 0.4938, 0.5184, -0.9739, 0.4790, 0.4908, -0.9809, 0.4979, 0.5022, -0.9852, 0.5143, 0.4769, -0.9807, 0.5110, 0.4669, -0.9710, 0.4844, 0.5051, -0.9721, 0.4703, 0.4958, -0.9511, 0.4572, 0.4904, -1.0187, 0.5481, 0.4966]
}

***

{
  "formula": "C4H8N2",
  "method": "ωB97M-V/def2-TZVPD",
  "largest_force_ev_per_a": 5.679,
  "charge": 2,
  "homo_energy_ev": -21.184,
  "relative_energy_ev": 1.918,
  "smiles": "CC1=[N+]=C1C[NH3+]",
  "elements": ["C", "C", "C", "C", "N", "N", "H", "H", "H", "H", "H", "H", "H", "H"],
  "positions_angstrom": [[0.30, -1.01, -1.32], [0.36, -0.31, -0.10], [-0.16, -1.73, -2.37], [-0.38, 0.40, 1.14], [1.44, -0.49, -0.83], [0.63, 1.06, 2.03], [0.37, -1.55, -3.34], [-1.28, -1.99, -2.24], [0.37, -2.72, -2.42], [-0.96, -0.27, 1.76], [-1.05, 1.14, 0.63], [0.26, 1.44, 2.88], [1.04, 1.85, 1.45], [1.54, 0.35, 2.06]],
  "nbo_charge": [0.4304, 0.2989, -0.8065, -0.2704, -0.1300, -0.6966, 0.3821, 0.3287, 0.3947, 0.3041, 0.3095, 0.4876, 0.4689, 0.4986]
}